No. 1
{"formula": "C14H22BF3N3O8", "method": "the ωB97M-V functional and the def2-TZVPD basis", "total_charge": -1, "total_energy_ev": -44555.34808, "homo_lumo_gap_ev": 6.070, "fmax_ev_per_a": 3.4, "lumo_energy_ev": 1.989, "symbols": ["C", "C", "O", "C", "N", "C", "C", "C", "O", "C", "O", "N", "C", "B", "O", "O", "C", "N", "C", "O", "H", "H", "H", "H", "H", "H", "H", "H", "H", "H", "H", "H", "H", "H", "H", "H", "C", "C", "O", "C", "O", "C", "F", "F", "F", "H", "H", "H", "H", "H", "H"], "positions_angstrom": [[-1.56761, 2.65101, -0.91039], [-1.19330, 1.74105, -2.14747], [0.22294, 1.58976, -2.37650], [0.68428, 0.25199, -2.15972], [0.79691, -0.28792, -0.80022], [0.89397, 0.73886, 0.25972], [-0.15981, -1.33381, -0.49688], [0.36378, -2.51621, 0.42151], [-1.32352, -1.37323, -0.83547], [2.25613, 0.43356, -2.54009], [3.12883, 0.95870, -1.89845], [2.55780, -0.10494, -3.85165], [1.28316, -0.40302, -4.56332], [0.75792, 0.80675, -5.50798], [1.56276, 1.98754, -5.62859], [-0.42818, 0.77446, -6.26204], [0.35377, -0.79380, -3.31538], [-1.07543, -0.93988, -3.75164], [-1.19148, -2.09555, -4.18468], [-1.46447, -3.19461, -4.42948], [-0.65624, 3.27306, -0.66684], [-2.48810, 3.27080, -1.05618], [-1.76183, 2.01725, 0.00571], [-1.76804, 0.78553, -2.05406], [-1.61107, 2.26391, -3.06396], [-0.08010, 0.92462, 0.81690], [1.60083, 0.32231, 1.04223], [1.38147, 1.69632, -0.07461], [-0.00069, -2.25809, 1.47029], [1.48186, -2.53905, 0.47790], [-0.05435, -3.50568, 0.08739], [3.21140, -0.88702, -3.76691], [1.42746, -1.23213, -5.32410], [1.41262, 2.48829, -4.79818], [-0.82395, 1.66098, -6.14357], [0.80241, -1.80009, -3.04501], [0.06601, 0.29945, 6.91488], [-0.33004, -1.14424, 6.64046], [-1.40690, -1.28497, 5.73793], [-1.14426, -1.18386, 4.30489], [-0.16209, -1.96768, 3.93054], [-0.96345, 0.29297, 3.81427], [-1.80011, 1.14512, 4.47102], [-1.28684, 0.40168, 2.50334], [0.27667, 0.80565, 3.95041], [-0.81372, 0.94039, 6.99852], [0.64272, 0.36503, 7.84259], [0.69760, 0.69571, 6.12208], [-0.69383, -1.56556, 7.58478], [0.53586, -1.74949, 6.35494], [-2.14976, -1.42190, 3.90106]], "lowdin_charge": [-0.072, -0.226, -0.076, -0.312, -0.034, -0.033, -0.426, 0.010, 0.090, -0.327, 0.114, 0.080, -0.136, -0.524, 0.095, 0.127, -0.157, 0.173, -0.312, 0.197, 0.085, 0.073, 0.067, 0.108, 0.120, 0.079, 0.114, 0.106, 0.081, 0.077, 0.086, 0.140, 0.163, 0.107, 0.113, 0.169, -0.094, -0.292, -0.120, -0.527, -0.179, -0.536, 0.092, 0.084, 0.103, 0.071, 0.063, 0.055, 0.102, 0.106, 0.135]}

---

No. 2
{"formula": "C14H22ClNO7PPdSSe", "method": "the ωB97M-V functional and the def2-TZVPD basis", "spin_multiplicity": 3, "s2": 2.01, "total_charge": -1, "total_energy_ev": -132165.71512, "homo_lumo_gap_ev": [7.961, 6.462], "fmax_ev_per_a": 0.8, "relative_energy_kcal_mol": 10.0, "lumo_energy_ev": [2.653, 0.841], "symbols": ["Pd", "Se", "C", "N", "C", "C", "C", "C", "C", "C", "C", "S", "O", "O", "O", "H", "H", "H", "H", "H", "H", "H", "O", "Cl", "O", "O", "O", "C", "C", "P", "C", "C", "C", "C", "H", "H", "H", "H", "H", "H", "H", "H", "H", "H", "H", "H", "H", "H", "H"], "positions_angstrom": [[-0.14429, -0.17300, -0.19733], [-2.04422, 0.17183, 1.36170], [-3.18573, 1.10425, 0.26850], [-3.94279, 1.70658, -0.36209], [-3.33338, 4.65496, -2.11477], [-2.02128, 4.02183, -1.74326], [-1.56568, 2.89531, -2.41245], [-0.37141, 2.28431, -2.05502], [0.37055, 2.79724, -1.00051], [-0.06461, 3.93013, -0.32400], [-1.24721, 4.53783, -0.70363], [1.79968, 1.92836, -0.39725], [1.82714, 0.69010, -1.21574], [2.95589, 2.77305, -0.54538], [1.44536, 1.58424, 0.98583], [-4.03305, 3.90027, -2.47122], [-3.20009, 5.40195, -2.90165], [-3.78408, 5.14949, -1.25420], [-2.16907, 2.45877, -3.19902], [-0.02427, 1.40223, -2.57907], [0.51204, 4.30720, 0.51092], [-1.59928, 5.40811, -0.16097], [-1.36989, -2.38871, -3.81409], [-1.14217, -2.09735, -2.43463], [-1.78301, -0.83528, -2.07258], [-1.63833, -3.15411, -1.59216], [0.28695, -1.92843, -2.19374], [3.61822, -3.13487, 0.54878], [2.63842, -2.13918, -0.06791], [1.12399, -1.83716, 0.90146], [1.75048, -1.36568, 2.55576], [0.72958, -0.64475, 3.43452], [0.34244, -3.47708, 1.06148], [-1.04146, -3.45820, 1.70779], [4.49254, -3.24577, -0.09424], [3.17307, -4.12370, 0.66889], [3.96980, -2.80144, 1.52642], [2.30547, -2.45771, -1.05623], [3.09439, -1.15750, -0.20842], [2.58954, -0.69252, 2.36239], [2.14949, -2.25844, 3.04631], [0.43753, 0.29382, 2.96380], [1.16117, -0.41752, 4.41072], [-0.16810, -1.24176, 3.59959], [1.02235, -4.13055, 1.61546], [0.26275, -3.85208, 0.03816], [-1.00342, -3.08833, 2.73346], [-1.45647, -4.46674, 1.73316], [-1.72556, -2.83403, 1.13648]], "lowdin_charge": [0.632, 0.606, -0.815, 0.052, -0.065, -0.288, -0.043, -0.082, -0.298, -0.055, -0.039, 0.432, -0.417, -0.305, -0.375, 0.069, 0.076, 0.073, 0.120, 0.102, 0.117, 0.109, -0.322, 0.650, -0.410, -0.347, -0.416, -0.142, -0.381, 0.910, -0.377, -0.172, -0.379, -0.158, 0.070, 0.061, 0.060, 0.070, 0.072, 0.085, 0.081, 0.021, 0.071, 0.045, 0.077, 0.074, 0.054, 0.073, 0.025]}

---

No. 3
{"formula": "C14H22F6HgN10O6SSb", "method": "the ωB97M-V functional and the def2-TZVPD basis", "total_charge": -1, "total_energy_ev": -79924.35586, "homo_lumo_gap_ev": 7.675, "fmax_ev_per_a": 4.3, "relative_energy_kcal_mol": 37.7, "lumo_energy_ev": 2.199, "symbols": ["Hg", "N", "C", "C", "C", "C", "N", "C", "N", "N", "C", "O", "O", "H", "H", "H", "H", "H", "H", "H", "H", "H", "H", "H", "H", "H", "H", "N", "C", "N", "C", "N", "N", "C", "N", "C", "C", "C", "C", "C", "N", "H", "H", "H", "H", "H", "H", "H", "H", "F", "Sb", "F", "F", "F", "F", "F", "O", "S", "O", "O", "O"], "positions_angstrom": [[-0.14859, 0.41668, 0.85383], [2.09701, 0.23308, 1.53845], [2.91790, 1.39660, 1.18819], [4.29640, 0.98867, 0.63348], [4.36162, 0.07819, -0.62125], [4.60605, 0.72364, -2.00311], [3.46444, 1.35502, -2.66418], [2.52353, 0.71980, -3.36117], [1.34292, 1.32504, -3.54977], [2.79483, -0.39975, -4.04166], [2.21873, 2.33997, 0.18934], [2.86193, 3.31395, -0.23132], [1.05524, 2.03754, -0.24389], [1.78216, 0.30610, 2.52353], [2.63267, -0.62432, 1.45951], [3.09098, 2.01028, 2.07766], [4.79872, 0.45028, 1.44065], [4.85896, 1.90487, 0.44643], [3.46250, -0.53271, -0.68969], [5.20026, -0.60599, -0.47955], [4.98979, -0.05310, -2.66424], [5.37104, 1.49490, -1.90390], [3.18592, 2.24361, -2.24128], [1.02625, 1.88692, -2.75088], [0.62104, 0.78036, -3.99308], [3.61351, -0.93567, -3.79536], [2.01697, -0.96298, -4.34516], [-1.27839, 3.79808, -0.05247], [-2.33666, 3.00583, 0.17262], [-3.49502, 3.59226, 0.48927], [-4.52612, 2.77175, 0.61685], [-5.74419, 3.32211, 0.85469], [-4.48179, 1.43997, 0.48415], [-3.28352, 0.95526, 0.19410], [-2.19540, 1.67735, -0.03115], [-3.15533, -0.52820, 0.12349], [-4.26280, -1.33188, 0.36110], [-4.10208, -2.70731, 0.36425], [-2.84382, -3.22848, 0.11918], [-1.79863, -2.35250, -0.13169], [-1.94467, -1.03338, -0.13148], [-1.33592, 4.72059, 0.34303], [-0.37312, 3.33431, -0.02874], [-5.75563, 4.27637, 1.16717], [-6.45458, 2.69684, 1.19040], [-5.21319, -0.85992, 0.55650], [-4.94359, -3.35727, 0.56586], [-2.66090, -4.29372, 0.12621], [-0.80572, -2.72983, -0.34051], [1.45404, -1.54588, -1.74458], [2.38257, -3.22708, -1.74056], [2.98597, -2.90299, 0.02039], [0.85294, -4.16262, -1.15725], [3.98618, -2.36610, -2.39938], [1.83427, -3.31804, -3.57614], [3.32779, -4.85495, -1.86133], [-0.88511, -0.51321, 2.57155], [-0.61378, 0.74064, 3.42432], [-1.66250, 0.94880, 4.39063], [-0.57000, 1.86466, 2.39468], [0.72431, 0.60528, 4.01775]], "lowdin_charge": [1.171, 0.018, -0.277, -0.136, -0.162, -0.147, 0.112, -0.446, 0.204, 0.201, -0.628, -0.013, -0.167, 0.041, 0.083, 0.157, 0.112, 0.108, 0.066, 0.115, 0.100, 0.124, 0.135, 0.119, 0.120, 0.080, 0.105, 0.186, -0.439, 0.176, -0.452, 0.143, 0.170, -0.281, 0.131, -0.206, -0.007, -0.055, -0.043, -0.112, 0.057, 0.107, 0.058, 0.093, 0.093, 0.102, 0.105, 0.107, 0.089, -0.369, 1.394, -0.346, -0.355, -0.369, -0.380, -0.361, -0.492, 0.274, -0.346, -0.485, -0.384]}

---

No. 4
{"formula": "C14H22FeN4O6S", "method": "the ωB97M-V functional and the def2-TZVPD basis", "spin_multiplicity": 6, "s2": 8.76, "total_charge": 1, "total_energy_ev": -78337.48181, "homo_lumo_gap_ev": [9.001, 5.820], "fmax_ev_per_a": 0.5, "lumo_energy_ev": [-2.703, -5.787], "symbols": ["Fe", "O", "C", "C", "N", "C", "C", "O", "O", "C", "C", "O", "O", "H", "H", "H", "H", "H", "H", "H", "H", "H", "O", "S", "C", "C", "C", "C", "H", "H", "H", "H", "H", "H", "H", "H", "N", "C", "C", "N", "C", "C", "N", "H", "H", "H", "H", "H"], "positions_angstrom": [[-0.11330, -0.25341, -0.11504], [1.00036, 1.77175, -0.33973], [2.04159, 2.15359, 0.55931], [3.30558, 1.32195, 0.38522], [3.23381, -0.03897, 0.87745], [3.57029, -1.10906, 0.01736], [2.47022, -1.46753, -1.08978], [2.69432, -2.51395, -1.64422], [1.54579, -0.61675, -1.27188], [2.94020, -0.29121, 2.23535], [1.51777, -0.98726, 2.51516], [1.42184, -1.45138, 3.62051], [0.67956, -0.95524, 1.56769], [1.37623, 1.64846, -1.22414], [1.62581, 2.07724, 1.56440], [2.31933, 3.19589, 0.38821], [4.11998, 1.81799, 0.92569], [3.57882, 1.28683, -0.66938], [3.74952, -2.01474, 0.58849], [4.45523, -0.85663, -0.57199], [2.94018, 0.63482, 2.80674], [3.66422, -0.98769, 2.65514], [-1.19158, -1.70322, -0.80601], [-1.49958, -3.14549, -1.20614], [0.07244, -3.90696, -1.64717], [0.67933, -4.43696, -0.35461], [-0.48757, -5.07699, 0.39090], [-1.60290, -4.03256, 0.37769], [0.66437, -3.14737, -2.15703], [-0.17124, -4.70733, -2.34840], [1.08836, -3.60495, 0.22603], [1.49391, -5.13020, -0.55682], [-0.23729, -5.35667, 1.41325], [-0.81368, -5.98011, -0.12873], [-1.43245, -3.24430, 1.11364], [-2.60900, -4.42803, 0.49481], [-2.56367, 4.54992, 0.80169], [-2.20057, 3.32941, 1.27455], [-1.90124, 2.26843, 0.40514], [-1.53443, 1.08465, 0.86565], [-1.48094, 0.91558, 2.20148], [-1.76157, 1.97749, 3.03874], [-2.09826, 3.18141, 2.59074], [-2.83202, 4.67301, -0.15709], [-2.87210, 5.23325, 1.47217], [-1.96478, 2.39292, -0.66843], [-1.21677, -0.05809, 2.58136], [-1.70331, 1.85545, 4.11291]], "lowdin_charge": [0.872, -0.111, -0.168, -0.094, -0.056, -0.021, -0.597, 0.091, -0.090, -0.028, -0.600, 0.110, -0.101, 0.108, 0.128, 0.136, 0.155, 0.143, 0.145, 0.154, 0.141, 0.148, -0.603, 1.065, -0.304, -0.221, -0.212, -0.284, 0.078, 0.107, 0.103, 0.128, 0.124, 0.119, 0.096, 0.094, 0.149, -0.362, -0.059, 0.003, -0.108, -0.090, 0.143, 0.105, 0.111, 0.126, 0.106, 0.120]}

---

No. 5
{"formula": "C14H22I3NO5Sr", "method": "the ωB97M-V functional and the def2-TZVPD basis", "total_charge": 2, "total_energy_ev": -51717.86563, "homo_lumo_gap_ev": 4.064, "fmax_ev_per_a": 5.8, "lumo_energy_ev": -9.792, "symbols": ["C", "C", "I", "C", "C", "N", "O", "C", "O", "O", "C", "C", "C", "C", "C", "O", "C", "O", "C", "I", "C", "C", "I", "H", "H", "H", "H", "H", "H", "H", "H", "H", "H", "H", "H", "H", "H", "H", "H", "H", "H", "H", "H", "H", "H", "Sr"], "positions_angstrom": [[-0.14873, -2.70278, 2.44427], [0.04290, -2.69993, 0.81685], [0.35469, -4.84438, 0.32060], [-1.26955, -2.27252, 0.01413], [-1.54784, -0.70171, -0.13260], [-2.82920, -0.67967, -0.95171], [-1.94235, -0.27108, 1.20945], [-0.87717, 0.47195, 1.87725], [-0.84867, 0.90696, 3.03275], [0.13249, 0.54058, 0.84307], [-0.38728, 0.32356, -0.51488], [-1.04320, 1.76754, -0.84495], [-0.33233, 3.03335, -0.16374], [1.22185, 3.24383, -0.48072], [2.18913, 3.05999, 0.82029], [1.68507, 3.83443, 1.97160], [1.93350, 3.07108, 3.16275], [3.09812, 3.15358, 3.64468], [0.63597, 0.02567, -1.71538], [2.71560, -0.19524, -0.97829], [0.19670, -1.14426, -2.73350], [1.11281, -2.46745, -2.69912], [0.43681, -0.33289, -4.78370], [-1.24298, -2.82982, 2.75651], [0.35785, -1.76023, 2.84367], [0.47159, -3.59451, 2.82218], [1.01041, -2.18643, 0.49612], [-1.25884, -2.82550, -1.00462], [-2.17701, -2.73800, 0.59039], [-3.59876, -0.98466, -0.31322], [-2.79837, -1.43316, -1.66590], [-2.11682, 1.73206, -0.40333], [-1.21130, 1.95033, -1.97727], [-0.88993, 3.96996, -0.55756], [-0.52055, 3.04939, 0.97952], [1.64304, 2.64662, -1.35548], [1.35168, 4.35902, -0.77074], [2.27030, 1.96489, 1.12864], [3.19075, 3.53563, 0.51312], [1.12195, 2.44822, 3.69941], [0.67882, 0.98918, -2.35230], [-0.90013, -1.45317, -2.67449], [0.52424, -3.29290, -3.24824], [2.08181, -2.32084, -3.31466], [1.39025, -2.83462, -1.65508], [-3.90733, -3.51207, 1.30421]], "lowdin_charge": [-0.139, -0.653, 0.914, -0.242, -0.383, 0.118, 0.002, -0.339, 0.166, -0.047, -0.326, -0.104, -0.154, -0.150, -0.192, -0.113, -0.221, 0.050, -0.616, 1.023, -0.751, -0.271, 0.872, 0.058, 0.102, 0.062, 0.045, 0.097, -0.085, 0.057, 0.087, 0.129, 0.146, 0.137, 0.121, 0.077, 0.132, 0.064, 0.146, 0.151, 0.028, 0.051, 0.091, 0.069, -0.010, 1.798]}

---

No. 6
{"formula": "C14H22IrO4", "method": "the ωB97M-V functional and the def2-TZVPD basis", "spin_multiplicity": 5, "s2": 6.03, "total_charge": 3, "total_energy_ev": -25869.53856, "homo_lumo_gap_ev": [8.555, 5.597], "fmax_ev_per_a": 0.6, "relative_energy_kcal_mol": 0.0, "lumo_energy_ev": [-10.626, -13.928], "symbols": ["Ir", "C", "O", "C", "C", "O", "C", "C", "O", "C", "H", "H", "H", "H", "H", "H", "H", "H", "H", "H", "H", "H", "H", "H", "C", "C", "O", "C", "C", "C", "C", "C", "C", "H", "H", "H", "H", "H", "H", "H", "H"], "positions_angstrom": [[0.74931, 0.39419, -0.77872], [3.66668, 0.09836, -1.93011], [2.59544, 0.97021, -1.42027], [2.90053, 2.40553, -1.46137], [1.62542, 3.11882, -1.84480], [0.52055, 2.60198, -1.06058], [0.18663, 3.26197, 0.18616], [0.98980, 2.69803, 1.33071], [0.90402, 1.25088, 1.26033], [1.61912, 0.60353, 2.34922], [3.81060, 0.32229, -2.98416], [3.33315, -0.92522, -1.79339], [4.56516, 0.29214, -1.34944], [3.67664, 2.57233, -2.20757], [3.28508, 2.68024, -0.48144], [1.35837, 2.91740, -2.88080], [1.71191, 4.19623, -1.70558], [-0.87775, 3.08077, 0.32402], [0.34715, 4.33549, 0.08765], [0.56509, 3.02997, 2.27970], [2.04239, 2.98353, 1.30387], [1.22739, 0.97635, 3.29342], [2.68466, 0.81458, 2.26615], [1.43343, -0.46299, 2.26234], [-3.37908, -0.80073, -1.54774], [-2.18776, -1.11479, -0.71636], [-1.17228, -0.42409, -0.83842], [-2.26041, -2.26708, 0.24253], [-3.52490, -2.62530, 0.80203], [-3.67779, -3.75896, 1.65981], [-2.60897, -4.57685, 1.90830], [-1.36205, -4.24498, 1.34757], [-1.19713, -3.07839, 0.50299], [-3.09414, -0.18780, -2.39869], [-4.07865, -0.21668, -0.93513], [-3.89962, -1.69979, -1.87886], [-4.40296, -2.03410, 0.57057], [-4.65160, -3.95895, 2.09005], [-2.69839, -5.45770, 2.53061], [-0.49933, -4.86662, 1.55776], [-0.22572, -2.90375, 0.05764]], "lowdin_charge": [1.499, 0.024, -0.403, -0.099, -0.101, -0.269, -0.107, -0.135, -0.358, -0.015, 0.119, 0.097, 0.119, 0.156, 0.137, 0.152, 0.159, 0.147, 0.157, 0.157, 0.136, 0.115, 0.111, 0.091, 0.046, -0.296, -0.109, -0.102, 0.146, 0.071, 0.036, 0.124, 0.086, 0.117, 0.132, 0.122, 0.148, 0.153, 0.151, 0.151, 0.135]}